Entry 1:
# C32H50F2O10

A cluster of 7 separate species, C32H50F2O10 in total (ωB97M-V/def2-TZVPD, the OMol25 dataset).

The molar mass is 632.7 Da. The relative energy (zero: lowest compared OMol25 entry of this formula, charge and spin) comes out at 0.00 kJ/mol. As for the largest force on an atom: 2.347 eV Å⁻¹. Its lowest unoccupied orbital energy is 0.022 Ha. As for the multiplicity: 1. Its HOMO energy is -9.154 eV.

Each line ends with the Löwdin charge.
Cartesian coordinates (Å):
C1 -8.45 -5.82 -12.63  -0.22
H1 3.14 -1.30 -15.50  0.12
H2 2.55 -4.20 -10.65  0.06
H3 -0.04 -7.54 -12.06  0.10
C2 -6.29 -6.25 -13.50  -0.54
C3 -3.82 -4.05 -15.65  -0.54
H4 -1.97 -1.35 -17.59  0.08
H5 -3.14 -10.95 -10.30  0.08
H6 1.53 -3.25 -5.38  0.08
C4 -1.30 -4.61 -13.23  -0.08
C5 0.08 -7.24 -8.76  0.03
C6 0.17 0.24 -16.08  -0.11
O1 -7.13 -6.36 -12.46  -0.01
H7 -2.89 -1.60 -15.22  0.11
H8 2.01 -4.22 -13.68  0.11
H9 -2.22 -6.43 -12.52  0.09
H10 -10.24 -5.91 -11.35  0.08
C7 -9.16 -6.03 -11.30  -0.07
C8 5.99 -1.19 -7.21  0.02
O2 -4.23 -3.75 -14.56  0.08
C9 2.98 -3.32 -10.18  -0.06
H11 -0.77 -10.78 -9.74  0.12
H12 -3.09 -5.50 -17.05  0.09
H13 -2.57 -9.35 -10.63  0.07
O3 4.55 -2.44 -8.57  0.00
C10 -0.31 0.23 -14.78  -0.08
C11 5.63 -2.53 -7.82  -0.57
C12 0.09 -5.81 -8.32  -0.54
H14 1.04 -10.58 -14.71  0.09
H15 6.34 -0.49 -7.97  0.09
H16 -2.77 0.13 -16.86  0.07
H17 0.60 -9.29 -13.65  0.07
C13 -2.88 -0.90 -17.21  -0.07
H18 -0.35 0.73 -16.89  0.10
H19 -1.07 -12.07 -10.84  0.12
C14 -0.09 -6.54 -12.49  -0.03
H20 -1.21 0.80 -14.63  0.11
H21 -5.03 -7.47 -12.34  0.09
C15 0.45 -0.35 -13.76  -0.02
H22 1.91 -5.00 -5.33  0.08
C16 -3.66 -5.48 -16.13  0.04
O4 0.14 -4.87 -9.07  0.11
C17 1.08 -10.28 -13.67  0.03
H23 6.70 -1.26 -6.40  0.08
C18 0.19 -11.09 -12.76  -0.55
C19 -1.30 -5.90 -12.69  -0.06
C20 1.55 -4.18 -5.95  -0.05
O5 6.30 -3.52 -7.69  0.10
H24 -8.40 -4.76 -12.87  0.13
H25 -0.52 -4.43 -5.49  0.12
H26 -2.27 -4.15 -13.40  0.09
C21 -2.48 -10.39 -10.96  -0.06
H27 0.09 -0.45 -12.74  0.12
H28 -4.49 -1.54 -15.86  0.13
C22 0.10 -4.44 -6.38  -0.23
H29 -8.74 -5.46 -10.48  0.08
O6 -0.18 -10.40 -11.69  -0.02
C23 1.41 -0.34 -16.36  -0.08
C24 1.65 -0.96 -14.06  -0.31
H30 -2.76 -10.41 -12.01  0.08
H31 1.82 -0.24 -17.36  0.11
H32 -0.17 -3.57 -6.98  0.12
H33 -8.92 -6.37 -13.45  0.13
O7 -0.02 -5.71 -6.99  -0.01
H34 -0.60 -7.79 -8.11  0.09
H35 5.03 -0.82 -6.83  0.09
F1 2.37 -1.45 -13.05  0.06
C25 2.12 -0.97 -15.37  -0.02
C26 1.09 -4.63 -13.28  -0.01
O8 -3.43 -3.15 -16.55  0.01
H36 -0.09 -2.94 -13.87  0.08
H37 2.15 -2.89 -9.62  0.08
H38 -8.99 -7.08 -11.03  0.08
C27 4.14 -3.63 -9.25  -0.21
H39 1.08 -7.66 -8.76  0.10
C28 -1.09 -10.99 -10.76  -0.21
H40 -4.68 -5.79 -16.40  0.09
H41 -4.56 -7.32 -14.09  0.08
H42 3.18 -2.56 -10.95  0.06
H43 2.11 -10.27 -13.34  0.10
H44 -4.36 -5.90 -13.09  0.07
H45 -3.62 -0.86 -18.02  0.08
H46 4.99 -3.98 -9.83  0.13
F2 2.29 -6.50 -12.53  0.07
O9 -6.54 -5.72 -14.55  0.10
O10 0.00 -12.27 -12.93  0.10
H47 -3.25 -6.07 -15.33  0.07
H48 -0.37 -7.23 -9.75  0.07
C29 -3.46 -1.80 -16.13  -0.24
H49 3.76 -4.39 -8.57  0.11
C30 1.11 -5.89 -12.70  -0.29
H50 2.18 -4.04 -6.83  0.06
C31 -0.12 -3.95 -13.48  -0.05
C32 -4.93 -6.82 -13.20  0.02

Entry 2:
# C4H13N2O2

A cluster of 2 separate species, C4H13N2O2 in total (ωB97M-V/def2-TZVPD, the OMol25 dataset).

The molar mass is 121.2 Da. The relative energy (zero: lowest compared OMol25 entry of this formula, charge and spin) comes out at 143.85 kJ/mol. As for the largest force on an atom: 3.332 eV Å⁻¹. The total charge is -1. Its lowest unoccupied orbital energy is 0.149 Ha. As for the multiplicity: 1. Its HOMO energy is -3.310 eV.

Each line ends with the Löwdin charge.
Cartesian coordinates (Å):
H1 -0.69 2.27 0.28  0.07
C1 -1.96 0.47 0.28  -0.30
O1 0.88 -0.87 -0.59  -0.36
C2 0.34 0.84 1.66  -0.18
H2 -0.25 0.41 2.43  0.08
H3 -2.62 0.66 1.16  0.08
H4 -2.28 -1.40 -0.66  0.03
H5 0.61 1.87 1.92  0.07
H6 2.18 0.64 -0.39  0.09
O2 0.72 -1.44 -3.20  -0.13
C3 1.93 -0.35 0.11  -0.50
H7 -0.04 1.16 -0.70  0.11
N1 1.52 -0.10 1.48  -0.08
H8 2.83 -1.04 0.10  0.09
H9 1.25 -0.99 1.84  0.06
H10 0.08 -0.67 -3.28  0.04
H11 1.14 -1.32 -2.35  -0.05
N2 -1.83 -1.00 0.15  -0.04
H12 -0.81 -1.17 0.09  0.02
H13 -2.44 0.82 -0.64  0.08
C4 -0.54 1.18 0.34  -0.20

Entry 3:
# C2H2CsFLiO2

A structure of composition C2H2CsFLiO2 (ωB97M-V/def2-TZVPD, the OMol25 dataset).

The molar mass is 216.9 Da. The relative energy (zero: lowest compared OMol25 entry of this formula, charge and spin) comes out at 9.13 kJ/mol. As for the largest force on an atom: 1.152 eV Å⁻¹. Its lowest unoccupied orbital energy (spin up / spin down) is -0.021 / -0.017 Ha. As for the multiplicity: 2. Its HOMO energy (spin up / spin down) is -4.062 / -7.735 eV.

Each line ends with the Löwdin spin population.
Cartesian coordinates (Å):
F1 -2.33 1.51 2.47  0.00
H1 -1.77 2.96 0.41  0.00
H2 0.12 2.71 0.72  0.00
Cs1 3.27 0.09 -2.30  0.69
O1 0.89 0.57 1.81  0.03
O2 -0.25 0.93 2.60  0.01
C1 -0.92 2.47 0.89  0.01
Li1 0.24 -0.80 0.74  0.26
C2 -1.12 1.68 1.95  0.00

Entry 4:
# C3H8N2O2

An isolated molecule of C3H8N2O2 (ωB97M-V/def2-TZVPD, the OMol25 dataset).

The molar mass is 104.1 Da. The relative energy (zero: lowest compared OMol25 entry of this formula, charge and spin) comes out at 233.87 kJ/mol. As for the largest force on an atom: 3.642 eV Å⁻¹. Its lowest unoccupied orbital energy is 0.027 Ha. As for the multiplicity: 1. Its HOMO energy is -9.505 eV.

Each line ends with the Löwdin charge.
Cartesian coordinates (Å):
N1 0.02 0.19 -1.34  0.05
H1 0.85 -0.76 1.33  0.11
O1 -1.04 -1.81 -1.27  0.09
N2 0.18 0.96 2.50  -0.02
H2 -1.39 -2.44 -1.89  0.09
H3 0.05 0.77 -2.18  0.11
H4 -0.44 1.79 0.17  0.10
H5 1.18 1.28 0.00  0.10
H6 -0.95 -0.37 1.08  0.11
C1 -0.25 -1.07 -2.12  -0.49
O2 0.08 -1.29 -3.29  0.07
C2 0.15 0.92 0.01  -0.18
H7 1.08 1.40 2.40  0.04
H8 0.41 0.38 3.35  0.08
C3 0.09 0.05 1.27  -0.27

Entry 5:
# C8H19NO10S4Ti

A structure of composition C8H19NO10S4Ti (ωB97M-V/def2-TZVPD, the OMol25 dataset).

The molar mass is 465.4 Da. As for the largest force on an atom: 5.276 eV Å⁻¹. The total charge is -3. Its lowest unoccupied orbital energy (spin up / spin down) is 0.156 / 0.158 Ha. As for the multiplicity: 4. Its HOMO energy (spin up / spin down) is 2.889 / 2.889 eV.

Each line ends with the Löwdin spin population.
Cartesian coordinates (Å):
H1 3.43 1.79 -2.48  0.00
O1 6.47 -1.55 3.97  0.34
H2 -4.06 1.98 5.82  0.00
O2 1.24 -6.28 0.56  0.00
O3 5.96 0.49 -2.30  0.00
C1 -3.29 3.70 -4.01  0.00
C2 -3.10 1.99 5.30  0.00
O4 1.58 -7.64 2.44  0.00
H3 -4.08 5.28 -2.85  0.00
O5 6.21 -3.54 2.65  0.04
H4 4.46 2.76 -3.34  0.00
H5 -3.48 -1.68 4.70  0.00
H6 -2.32 4.20 -4.01  0.00
H7 -3.94 -0.28 3.87  0.00
S1 5.26 0.63 -3.67  0.00
H8 -5.21 3.94 -2.80  0.00
H9 -3.39 2.11 4.25  0.00
H10 -4.64 -0.72 5.47  0.00
H11 -2.51 2.90 5.36  0.00
O6 -1.29 0.40 4.41  0.00
S2 5.52 -2.44 3.31  -0.04
H12 4.53 -1.66 -3.48  0.00
C3 -3.73 -0.63 4.88  0.00
H13 3.69 -0.79 -4.80  0.00
O7 4.96 -1.44 2.31  0.57
O8 4.49 -2.92 4.16  0.04
H14 3.17 -0.60 -3.09  0.00
H15 -4.10 1.65 -4.10  0.00
H16 -3.73 3.92 -4.98  0.00
O9 -0.13 -6.10 2.48  0.00
S3 0.52 -7.03 1.59  0.00
S4 -2.32 0.37 5.52  0.00
H17 -3.73 3.76 -1.88  0.00
H18 -2.61 1.74 -4.85  0.00
C4 3.94 1.80 -3.44  0.00
C5 -4.15 4.19 -2.79  0.00
N1 -1.91 1.29 -1.84  0.00
C6 -2.47 1.67 -2.80  0.00
C7 4.02 -0.74 -3.76  0.00
C8 -3.15 2.17 -4.01  0.00
H19 3.17 1.87 -4.21  0.00
O10 -0.31 -8.08 1.06  0.00
Ti1 1.03 -2.47 1.36  2.08